1.
Computed, not measured: one molecule with the formula C2H5N3S2, with the ωB97M-V functional and the def2-TZVPD basis.

Output
Lowest unoccupied orbital energy (alpha / beta)   -0.01346 / -0.01342 hartree
Spin multiplicity   1
E_tot   -28292.928 eV
HOMO energy (alpha / beta)   -7.6 / -7.6 eV
Orbital gap (alpha / beta)   0.265 / 0.265 Ha

```
12
Properties=species:S:1:pos:R:3:lowdin_charge:R:1
C -0.588 0.062 -0.095 -0.216
C 0.630 -0.631 -0.009 -0.247
N -1.700 -0.555 0.068 -0.038
N 1.762 0.037 0.004 -0.993
N -2.839 0.094 -0.097 0.022
S 1.847 1.666 0.022 0.499
S 3.243 -0.944 -0.008 0.751
H -0.557 1.136 -0.290 0.056
H 0.657 -1.707 0.057 0.113
H -2.845 1.109 -0.173 0.108
H -3.649 -0.363 0.284 0.096
H 4.040 0.096 0.238 -0.150
```


2.
Computed, not measured: one molecule with the formula C2H5N3S2, with the ωB97M-V functional and the def2-TZVPD basis.

Output
Lowest unoccupied orbital energy (alpha / beta)   -0.04051 / -0.04061 hartree
Spin multiplicity   1
E_tot   -28291.603 eV
HOMO energy (alpha / beta)   -7.8 / -8.0 eV
Orbital gap (alpha / beta)   0.247 / 0.252 Ha

```
12
Properties=species:S:1:pos:R:3:lowdin_charge:R:1
C -1.376 -1.230 -0.339 -0.251
C -0.623 -0.431 0.752 -0.220
N -0.323 0.992 0.296 -0.699
N -2.602 -0.992 -0.634 -0.510
N 0.766 1.098 -0.441 -0.024
S -3.717 -0.031 0.010 0.595
S -1.704 1.948 0.275 0.597
H -0.866 -1.788 -1.101 0.096
H -1.183 -0.338 1.699 0.097
H 0.255 -1.105 0.896 0.112
H 1.322 1.931 -0.272 0.093
H 0.460 0.962 -1.436 0.114
```


3.
Computed, not measured: one molecule with the formula C2H5N3Si, with the ωB97M-V functional and the def2-TZVPD basis.

Output
Lowest unoccupied orbital energy   0.00600 hartree
Spin multiplicity   1
E_tot   -14501.451 eV
HOMO energy   -10.1 eV
Orbital gap   0.379 Ha
Structure (SMILES)   [SiH3]n1cncn1

```
11
Properties=species:S:1:pos:R:3:lowdin_charge:R:1
C 1.883 0.766 0.099 -0.253
C 0.761 -0.954 -0.137 -0.268
N 2.033 -0.585 0.068 0.075
N 0.668 1.178 -0.016 0.025
N -0.073 0.035 -0.189 -0.269
Si -1.881 0.200 0.047 0.705
H 2.692 1.353 0.114 0.066
H 0.661 -2.056 -0.180 0.130
H -1.909 1.051 1.235 -0.060
H -2.634 -1.063 0.377 -0.091
H -2.200 0.077 -1.418 -0.061
```


4.
Computed, not measured: one molecule with the formula C2H5N5, with the ωB97M-V functional and the def2-TZVPD basis.

Output
Lowest unoccupied orbital energy (alpha / beta)   -0.00740 / -0.00738 hartree
Spin multiplicity   1
E_tot   -9600.117 eV
HOMO energy (alpha / beta)   -7.7 / -7.7 eV
Orbital gap (alpha / beta)   0.277 / 0.277 Ha
Structure (SMILES)   N#CN(N)/C=N/N

```
12
Properties=species:S:1:pos:R:3:lowdin_charge:R:1
N -0.659 0.516 -0.211 -0.146
N -1.365 1.678 -0.555 0.075
N 1.139 -1.670 1.107 -0.014
C 0.025 0.439 0.975 -0.147
N 1.050 -0.328 0.858 -0.096
C 0.069 -0.342 -1.118 -0.272
N 0.142 -0.966 -2.098 0.150
H -0.860 2.217 -1.255 0.097
H -2.259 1.402 -0.953 0.093
H 0.676 -2.234 0.398 0.060
H 2.112 -1.944 1.154 0.078
H -0.069 1.233 1.698 0.123
```


5.
Computed, not measured: one molecule with the formula C2H5N5O, with the ωB97M-V functional and the def2-TZVPD basis.

Output
Lowest unoccupied orbital energy   0.01573 hartree
Spin multiplicity   1
E_tot   -11649.317 eV
HOMO energy   -9.5 eV
Orbital gap   0.367 Ha
Structure (SMILES)   [H]/N=c1/[nH]c(=O)[nH]n1N

```
13
Properties=species:S:1:pos:R:3:lowdin_charge:R:1
C -1.780 -0.163 -0.009 -0.458
C 0.559 -0.907 -0.040 -0.479
H 1.121 1.812 -1.256 0.052
H 1.621 2.086 0.232 0.108
H -1.245 1.232 1.518 0.213
H -1.112 -2.094 -0.625 0.213
H 2.348 -1.334 0.161 0.024
N 1.341 1.320 -0.444 0.061
N 0.499 0.384 0.256 -0.102
N -0.999 0.998 0.390 0.123
N -0.799 -1.156 -0.136 0.116
N 1.485 -1.875 0.175 0.121
O -3.037 -0.304 -0.223 0.008
```


6.
Computed, not measured: one molecule with the formula C2H5N5O, with the ωB97M-V functional and the def2-TZVPD basis.

Output
Lowest unoccupied orbital energy   -0.02256 hartree
Spin multiplicity   1
E_tot   -11647.323 eV
HOMO energy   -10.1 eV
Orbital gap   0.347 Ha
Structure (SMILES)   [H]/N=c1\nn[nH]n1OC

```
13
Properties=species:S:1:pos:R:3:lowdin_charge:R:1
C -1.224 0.156 1.562 -0.128
C 1.213 -0.322 -0.376 -0.438
H -2.204 -0.221 1.243 0.080
H -0.680 -0.710 2.119 0.119
H -1.291 1.116 2.133 0.107
H -1.420 0.411 -1.875 0.096
H 2.827 -1.119 -0.080 0.071
N -0.231 -0.368 -0.368 -0.103
N -0.539 0.065 -1.695 0.048
N 0.610 0.858 -2.095 0.059
N 1.666 0.737 -1.274 0.093
N 1.838 -1.281 0.220 0.181
O -0.565 0.680 0.484 -0.185
```


7.
Computed, not measured: one molecule with the formula C2H5N5O, with the ωB97M-V functional and the def2-TZVPD basis.

Output
Lowest unoccupied orbital energy   0.02357 hartree
Spin multiplicity   1
E_tot   -11650.323 eV
HOMO energy   -9.3 eV
Orbital gap   0.365 Ha
Structure (SMILES)   [H]/N=c1/[nH]c(=O)[nH]n1N

```
13
Properties=species:S:1:pos:R:3:lowdin_charge:R:1
C 0.725 -1.447 -0.717 -0.455
C 0.112 0.880 -0.674 -0.439
H 0.329 0.816 1.990 0.192
H -1.445 0.298 1.977 0.027
H -1.016 -2.012 0.547 0.175
H 1.836 0.120 -1.764 0.225
H -0.800 2.328 -0.211 0.088
N -0.705 0.625 1.488 -0.011
N -0.800 0.119 0.230 -0.202
N -0.360 -1.194 0.309 0.046
N 0.851 -0.158 -1.286 0.138
N -0.034 2.099 -0.931 0.137
O 1.307 -2.475 -0.958 0.079
```


8.
Computed, not measured: a 2-piece molecular cluster, C2H5N5S overall, with the ωB97M-V functional and the def2-TZVPD basis.

Output
Lowest unoccupied orbital energy   -0.01521 hartree
Spin multiplicity   1
E_tot   -20435.486 eV
HOMO energy   -8.4 eV
Orbital gap   0.292 Ha

```
13
Properties=species:S:1:pos:R:3:lowdin_charge:R:1
C -0.857 -0.698 -0.072 -0.621
C 1.283 -0.834 -0.045 -0.741
H -2.857 -0.886 -0.467 0.151
H -2.230 0.626 0.357 0.128
H 2.777 0.965 -0.030 -0.121
H 0.978 1.964 1.113 0.238
H -0.821 1.877 -0.286 0.184
N -2.042 -0.174 -0.375 0.105
N -0.537 -1.834 0.103 0.029
N 0.791 -2.090 0.013 0.041
N 0.251 0.062 -0.043 -0.183
N 0.324 1.435 -0.054 -0.021
S 2.940 -0.413 -0.213 0.810
```